ORCA calculation (the ωB97M-V functional and the def2-TZVPD basis) on a 2-piece molecular cluster, C5H7Cl2FS overall in a non-equilibrium geometry.

- Highest occupied orbital energy: -8.44 eV
- SMILES: C=CC(C)=S.FC(Cl)Cl
- Frontier orbital gap: 8.0802 eV
- Total energy: -43893.382 eV
- 2S+1: 1
- Relative energy (zero: lowest compared OMol25 entry of this formula, charge and spin): 0.0 kJ/mol

Geometry as XYZ:
```
16
Properties=species:S:1:pos:R:3:forces:R:3
C -1.29826 -0.79745 -1.49444 0.0 -0.1 -0.1
C -0.49492 -1.56566 -0.47866 0.0 0.2 0.5
C -0.35586 -0.98818 0.86916 -1.6 -1.4 0.0
C -0.89373 0.17226 1.25554 -2.5 -1.5 0.6
C 1.81922 1.56988 0.21075 0.9 0.7 -0.4
H -2.32268 -0.65223 -1.13737 0.1 0.0 0.0
H -1.32489 -1.32893 -2.44606 0.0 0.1 0.1
H -0.86239 0.19517 -1.65042 -0.1 0.0 0.0
H 0.23283 -1.57750 1.56843 -0.1 0.1 -0.1
H -1.48882 0.79365 0.58999 0.1 -0.1 0.1
H -0.75136 0.54224 2.26680 -0.1 -0.1 -0.2
H 1.85479 1.35766 -0.85614 0.0 0.0 0.1
F 0.88304 0.80513 0.79782 3.3 2.1 -0.6
S 0.20889 -2.99158 -0.83271 0.0 0.1 -0.1
Cl 1.39799 3.27041 0.42736 0.0 0.0 0.0
Cl 3.39616 1.19514 0.90994 -0.1 0.0 -0.1
```
Forces are in eV/Å.

ORCA calculation (the ωB97M-V functional and the def2-TZVPD basis) on a 2-piece molecular cluster, C2H6N2O overall in a non-equilibrium geometry.

- Highest occupied orbital energy (spin up / spin down): -8.59 / -8.59 eV
- SMILES: C=CN.N=O
- Frontier orbital gap (spin up / spin down): 8.3206 / 8.3218 eV
- Total energy: -7194.432 eV
- 2S+1: 1
- Relative energy (zero: lowest compared OMol25 entry of this formula, charge and spin): 516.7 kJ/mol

Geometry as XYZ:
```
11
Properties=species:S:1:pos:R:3:forces:R:3
C -0.22257 0.78425 -0.70023 1.7 3.4 0.9
C -0.23748 1.35379 0.52369 1.4 1.7 1.2
N -0.86154 -0.32980 -1.05259 -1.4 -4.2 0.3
N 1.06271 -1.64095 0.42551 3.6 3.3 -2.0
O 1.36116 -0.53774 0.91542 -1.0 -3.0 0.0
H 0.39121 1.23259 -1.54535 -0.7 -0.6 1.3
H -0.73453 0.97149 1.41598 -0.4 -0.5 -0.7
H 0.41995 2.23520 0.93735 -1.3 -1.5 -1.8
H -0.20104 -0.99625 -1.47130 -0.3 0.4 -0.5
H 0.33961 -2.14491 0.84975 -2.2 -0.6 2.4
H -1.31746 -0.92768 -0.29824 0.5 1.7 -1.0
```
Forces are in eV/Å.

ORCA calculation (the ωB97M-V functional and the def2-TZVPD basis) on C18H31Br4N5O5P as an isolated structure in a non-equilibrium geometry.

- Highest occupied orbital energy: -9.05 eV
- Frontier orbital gap: 5.5026 eV
- Total energy: -326305.934 eV
- 2S+1: 1
- Net charge: +1

Geometry as XYZ:
```
64
Properties=species:S:1:pos:R:3:forces:R:3
C -2.13269 7.65480 -1.06924 0.1 0.1 0.3
C -1.20802 6.64398 -1.31119 1.0 -0.9 0.6
C -0.46973 5.98230 -0.14529 1.6 4.3 -0.6
O 0.07973 6.70858 0.65573 0.0 -0.7 0.6
O -0.44637 4.65675 -0.07007 0.0 -0.3 -0.7
C 0.62413 4.14902 0.75343 -0.6 -0.4 0.2
C 0.62187 2.63125 0.65351 -0.1 0.3 -0.3
C 2.02636 2.07285 0.43069 -0.3 -0.2 0.1
C 2.15828 0.65308 0.95919 -0.6 0.0 0.0
C 1.41009 -0.32656 0.03826 -0.1 -0.1 0.4
C 2.03757 -1.71901 -0.03905 0.4 0.7 -0.5
N 1.15248 -2.84696 0.25822 -0.2 -0.1 0.3
C 0.06423 -3.42879 -0.33145 0.5 1.0 -0.6
N -0.60566 -3.05611 -1.46722 0.9 -0.3 0.3
C -1.74190 -3.95163 -1.79729 -0.7 -0.1 -0.1
C -2.97939 -3.75177 -0.93497 -0.3 -0.3 0.2
C -3.03801 -2.68973 0.11655 0.5 0.0 0.2
N -3.98868 -4.49345 -1.08858 0.0 0.0 -0.1
P -0.44282 -1.76111 -2.53020 -1.6 0.4 -2.2
O -1.24512 -1.93863 -3.73155 -0.2 -0.7 -0.2
O -1.02049 -0.52228 -1.73831 1.1 0.2 0.5
O 1.05823 -1.49895 -2.96909 0.4 0.0 1.5
N -0.32260 -4.48352 0.35502 -0.9 -1.0 0.3
C 0.47560 -4.57654 1.39048 -0.1 0.5 -0.7
N 1.36620 -3.60254 1.37276 0.5 -0.6 1.1
C 2.36210 -3.45865 2.42785 0.4 0.9 -0.2
Br 4.14876 -3.87939 1.77678 -0.1 0.0 -0.2
C 2.32889 -2.13947 3.17708 0.9 -0.4 0.7
C 3.05968 -2.33731 4.51945 -0.6 -0.1 0.1
H -3.19326 7.44459 -1.07130 -0.4 0.5 -2.2
H -1.83720 8.67069 -0.84177 0.1 -0.3 2.3
H -0.91804 6.39827 -2.32311 -1.2 -1.5 0.0
H 0.42630 4.42570 1.77858 0.2 0.4 0.2
H 1.55278 4.58352 0.40857 0.2 0.2 0.0
H -0.02656 2.36931 -0.17842 -0.1 -0.2 -0.1
H 0.16522 2.22469 1.55094 0.0 -0.2 0.2
H 2.19168 2.05380 -0.64238 0.4 0.2 -0.2
H 2.75466 2.72820 0.89102 0.3 0.1 0.1
H 3.18853 0.36372 1.14673 0.3 0.0 -0.3
H 1.64706 0.62853 1.91863 0.2 0.0 0.4
H 1.32218 0.12635 -0.93826 0.1 -0.1 -0.3
H 0.39558 -0.43135 0.40662 -0.3 0.0 0.0
H 2.52303 -1.92096 -0.98399 -0.2 0.0 -0.4
H 2.87799 -1.70504 0.63355 0.0 -0.6 0.5
H -2.05703 -3.77755 -2.81731 0.3 0.4 -0.2
H -1.42138 -4.98146 -1.75712 0.2 -0.2 0.2
H -2.91077 -3.15315 1.08965 0.0 -0.2 0.2
H -2.24844 -1.95470 0.01725 0.0 0.3 -0.1
H -4.00149 -2.20398 0.11226 -0.2 0.1 -0.1
H -3.84698 -5.18573 -1.82507 0.0 -0.1 0.0
H -1.06972 0.20274 -2.37987 -0.3 0.3 0.1
H 1.59447 -2.29902 -2.96654 0.2 0.0 -0.4
H 0.44710 -5.31224 2.16685 -0.1 -0.3 0.2
H 2.15684 -4.22167 3.16075 -0.3 -0.5 -0.1
H 1.30080 -1.88776 3.41202 -0.2 0.3 -0.4
H 2.86437 -1.36411 2.65151 -0.3 0.3 -0.4
H 3.78667 -3.13857 4.48037 0.3 0.0 -0.1
H 3.53949 -1.42930 4.85393 0.2 0.2 0.0
H 2.33375 -2.61131 5.27661 -0.1 -0.1 0.2
C -3.84927 4.03929 -3.34426 -0.1 -0.2 0.2
Br -2.51562 4.39597 -1.98354 -0.9 -0.9 -0.6
Br -5.03973 5.52410 -3.57808 0.1 0.0 0.0
Br -3.02948 3.50292 -4.99693 0.0 0.0 0.0
H -4.43624 3.20529 -2.98941 -0.1 0.0 -0.1
```
Forces are in eV/Å.